{"formula": "C4H2N2S2", "method": "wB97M-V/def2-TZVPD", "homo_energy_ev": -9.76, "lumo_ha": -0.0425, "charge": 0, "e_above_lowest_ev": 1.037, "elements": ["N", "C", "C", "C", "N", "C", "S", "S", "H", "H"], "coordinates": [[2.304491, -1.770298, -0.339302], [1.435206, -1.110273, 0.011774], [0.455832, -0.044271, 0.324182], [0.856057, 1.227935, -0.422529], [0.891764, 2.421715, -0.649123], [-1.005360, -0.649138, -0.102285], [-1.148048, -2.212794, -0.459511], [-2.370954, 0.418466, -0.197672], [0.419134, 0.105564, 1.466254], [-1.838120, 1.613094, 0.368212]], "atomic_forces_ev_per_a": [[-0.1, -0.2, 0.2], [0.3, 0.8, 0.0], [-0.7, -0.6, -0.1], [-1.1, 5.8, 0.6], [0.1, -6.7, 0.8], [1.1, 0.7, 0.1], [-0.2, 0.2, 0.1], [0.7, 1.3, 0.8], [0.2, 0.2, -1.8], [-0.4, -1.5, -0.7]]}